{
  "formula": "C40H64GeInN7S2Se",
  "method": "wB97M-V/def2-TZVPD",
  "symbols": ["H", "C", "H", "H", "H", "C", "C", "C", "C", "H", "N", "H", "N", "H", "H", "H", "C", "N", "H", "C", "H", "C", "H", "C", "C", "H", "H", "H", "H", "C", "C", "H", "H", "H", "H", "H", "H", "H", "C", "N", "H", "Se", "N", "C", "H", "C", "C", "C", "H", "Ge", "C", "C", "H", "H", "H", "H", "H", "H", "H", "H", "C", "H", "C", "C", "H", "H", "C", "H", "H", "H", "C", "C", "H", "H", "H", "H", "H", "C", "H", "H", "C", "H", "H", "H", "C", "C", "S", "N", "In", "H", "C", "H", "H", "C", "N", "H", "S", "H", "C", "C", "C", "H", "C", "H", "C", "C", "H", "C", "H", "H", "H", "H", "H", "H", "C", "C"],
  "positions_angstrom": [[5.67, -3.04, -0.13], [-2.22, 3.41, -2.01], [-0.40, -2.99, -4.70], [1.17, 3.77, -0.76], [-3.73, -0.03, -0.35], [1.25, -1.35, 2.44], [-0.07, 3.26, 2.40], [-0.13, -2.00, -4.34], [4.69, 1.98, 3.33], [-3.08, 0.80, -2.72], [-1.93, 2.05, 2.58], [-4.54, 3.87, 1.33], [-0.61, 2.09, 2.25], [-3.88, 3.88, 4.33], [2.75, 1.37, -3.17], [-4.27, 3.94, -1.58], [-4.44, -3.94, 4.92], [5.08, -2.23, -0.14], [-3.21, -0.50, -4.84], [-1.41, 2.20, -2.44], [2.48, 1.72, -1.46], [7.79, 0.23, 0.04], [0.40, -0.74, 2.76], [-2.13, -2.10, -2.85], [-2.02, 1.01, -2.78], [1.84, 2.77, 2.04], [-6.24, -2.53, 2.31], [-3.51, -4.08, 5.47], [0.47, 4.07, -4.48], [-2.41, 3.18, 2.97], [-2.88, -2.10, 2.85], [-2.65, -4.89, 1.27], [-1.06, 4.93, -3.09], [0.57, -2.12, -3.51], [-5.07, -4.82, 5.09], [-4.75, -0.61, 0.99], [-5.42, -3.24, 0.91], [4.49, 3.10, 5.15], [0.06, 2.01, -2.72], [3.80, -2.51, -0.51], [4.62, 0.74, 1.57], [-2.47, -1.70, 0.97], [2.31, -0.49, 1.92], [-1.85, 3.90, -0.60], [-3.31, -1.20, 3.28], [7.17, 1.37, -0.46], [2.82, 1.79, 4.80], [-3.76, -0.27, 0.71], [2.31, 2.08, 5.71], [-4.05, -3.69, 3.01], [7.07, -0.95, 0.17], [-3.83, 3.43, 3.34], [2.21, 4.66, -1.89], [7.55, -1.84, 0.54], [2.24, 4.13, -4.32], [0.38, -1.47, -5.15], [8.84, 0.25, 0.31], [0.47, 4.85, -1.99], [-0.81, 4.19, -0.51], [-2.05, 3.11, 0.12], [1.26, 2.95, -2.77], [-1.93, -2.30, 3.35], [1.36, 3.49, -4.22], [4.04, 2.37, 4.49], [-1.50, -2.26, -1.97], [-2.47, 4.77, -0.34], [2.81, -1.77, -0.02], [-4.95, -3.07, 5.32], [1.11, 0.29, -3.61], [-1.77, -0.41, -5.86], [-2.07, 4.55, -3.04], [-3.72, 3.07, -1.95], [0.91, -2.01, 1.65], [-2.55, -1.98, -5.57], [1.62, -1.94, 3.28], [-5.59, 4.46, 2.62], [-4.08, 5.30, 2.26], [-3.05, -5.19, 2.24], [5.34, 2.21, -1.20], [1.45, 2.66, -4.92], [0.20, 0.72, -3.24], [-3.06, -1.62, -2.53], [-6.34, -4.27, 2.02], [7.74, 2.29, -0.59], [5.72, -1.00, -0.19], [2.88, 0.46, 2.79], [-1.21, 4.46, 2.98], [3.12, -0.86, 0.92], [-0.04, 0.45, -0.23], [4.05, 0.13, -0.94], [5.83, 1.33, -0.79], [-3.91, 2.24, -1.27], [-3.68, -6.07, 2.10], [2.55, 2.17, -2.45], [1.21, 3.56, 2.07], [1.30, 0.41, 4.27], [1.26, -2.04, -0.81], [-2.21, -5.47, 2.88], [-1.05, 0.09, -3.30], [4.12, 1.05, 2.47], [-2.29, -1.02, -5.12], [-2.35, 4.19, -4.04], [1.26, 4.13, -1.79], [-2.73, 5.38, -2.78], [-1.38, -1.25, -3.89], [5.09, 0.16, -0.66], [3.40, 2.85, -2.47], [-4.55, 4.32, 2.32], [5.66, 2.39, 3.07], [-2.38, -3.07, -3.28], [-4.11, 2.82, -2.94], [-4.32, 2.45, 3.39], [-3.45, 0.59, 1.30], [1.60, 4.40, 2.47], [-5.68, -3.40, 1.96], [2.25, 0.84, 3.98]],
  "e_lumo_ev": [-0.3, -1.5],
  "homo_lumo_gap_ev": [5.95, 4.99],
  "e_above_lowest_kcal_mol": 47.5,
  "e_homo_ev": [-6.2588, -6.5280],
  "energy_ev": -201652.66097
}